{"formula": "C17H22F3NO2", "method": "ωB97M-V/def2-TZVPD", "symbols": ["H", "C", "C", "C", "C", "C", "H", "F", "H", "H", "H", "C", "H", "H", "H", "H", "H", "H", "C", "H", "C", "H", "H", "N", "O", "O", "C", "H", "C", "C", "C", "C", "C", "C", "F", "C", "H", "H", "F", "H", "H", "H", "H", "H", "C"], "xyz": [[-1.060, 0.160, 1.811], [-4.314, 1.056, 4.801], [0.792, -1.917, -2.844], [-0.023, -0.586, -2.341], [-1.590, -0.124, -2.474], [2.431, -2.085, -2.591], [-1.503, -0.062, 3.493], [4.892, -1.418, -4.649], [-1.839, 2.501, 1.843], [-3.135, 2.439, 5.928], [0.201, -2.759, -3.402], [2.478, 0.417, -1.259], [-1.606, 3.151, 4.193], [0.604, 1.908, 2.449], [-2.433, 1.436, -1.365], [-4.639, 0.514, 5.695], [-5.097, 1.773, 4.537], [-3.117, 1.365, 2.218], [-2.997, 1.768, 5.072], [1.997, -3.457, -5.285], [-0.248, 1.670, -1.145], [4.150, -3.651, -2.739], [0.195, 1.674, 4.160], [-1.541, 1.275, -1.884], [-2.582, -0.835, -3.015], [-0.059, 2.743, -0.344], [-1.155, 0.683, 2.770], [3.811, -4.164, -5.259], [-2.499, 2.595, 3.882], [3.090, -3.483, -3.205], [3.659, -1.878, -5.384], [3.085, -3.319, -4.848], [0.219, 1.190, 3.180], [-2.189, 1.800, 2.610], [4.127, -2.111, -6.801], [3.279, -0.908, -1.820], [-2.240, 1.036, 5.374], [3.048, 1.265, -0.687], [2.618, -0.806, -5.487], [-3.254, 3.354, 3.640], [2.416, -4.400, -2.843], [-4.221, 0.329, 3.989], [0.925, 0.355, 3.239], [4.458, -1.024, -1.675], [0.866, 0.532, -1.536]], "lumo_energy_ev": -1.64, "smiles": "O=C1NC(=O)c2cc(CCC(F)(F)F)ccc21.CCCCCC", "homo_ev": -9.37, "energy_ha": -1165.41739, "de_lowest_kcal_mol": 276.3, "gap_ev": 7.7}

***

{"formula": "C41H37Cl12P", "method": "ωB97M-V/def2-TZVPD", "symbols": ["P", "C", "H", "H", "H", "C", "H", "H", "H", "Cl", "Cl", "H", "H", "Cl", "C", "C", "C", "C", "H", "C", "C", "H", "C", "H", "H", "H", "C", "Cl", "H", "C", "H", "C", "H", "C", "C", "H", "H", "H", "C", "C", "C", "H", "H", "H", "C", "C", "H", "H", "C", "H", "C", "H", "H", "C", "C", "H", "Cl", "Cl", "C", "H", "C", "Cl", "Cl", "C", "C", "C", "H", "C", "Cl", "C", "Cl", "C", "C", "C", "H", "C", "Cl", "H", "C", "Cl", "C", "C", "H", "H", "C", "C", "C", "H", "H", "H", "C"], "xyz": [[-0.207, 1.562, 3.132], [-3.351, 0.910, 3.619], [-5.608, -0.651, 2.038], [3.183, -3.461, 1.738], [-2.377, 1.392, -3.355], [-5.322, -0.634, 3.091], [-6.169, -0.991, 3.675], [-1.031, 3.205, 4.631], [-3.610, 3.027, 3.576], [-0.025, 0.373, -2.985], [0.590, -1.744, 5.465], [-0.622, 0.330, 3.646], [3.503, 1.507, 8.430], [-7.497, -6.388, -8.464], [1.224, 1.204, -2.123], [3.562, 1.609, -1.756], [-5.249, -5.081, -7.663], [2.546, -5.110, 4.624], [-3.081, 2.402, 5.128], [1.786, -4.144, 5.258], [-4.875, 0.773, 3.516], [3.647, -5.617, 2.849], [3.360, 2.145, 7.569], [-5.328, 4.491, -3.613], [1.386, -4.317, 6.247], [-5.336, 1.065, 4.463], [2.672, 2.448, 5.287], [-4.410, -6.592, -7.752], [-4.504, -1.349, 3.205], [8.320, -1.247, -3.641], [2.263, 2.055, 4.365], [-4.882, 3.583, -3.995], [1.664, 3.538, 0.279], [-5.200, -2.724, -7.195], [0.909, 2.150, -1.158], [-5.218, 1.501, 2.774], [-6.246, 3.430, -5.648], [8.197, -3.389, -3.753], [2.850, 1.626, 6.387], [3.054, -4.868, 3.354], [3.689, 3.488, 7.650], [-3.383, 3.465, -2.459], [8.749, -1.134, -4.627], [4.030, 3.066, -0.250], [7.220, -1.524, -1.111], [7.462, -2.647, -1.889], [2.741, -6.050, 5.121], [-3.006, 0.182, 4.361], [-6.549, -2.636, -7.511], [8.319, 0.862, -3.233], [2.800, -3.660, 2.728], [4.087, 3.906, 8.564], [-1.483, 3.543, 2.981], [-7.246, -3.767, -7.901], [1.922, 2.806, -0.474], [-4.651, -1.845, -6.886], [2.764, 4.797, 3.978], [1.756, -1.191, 2.542], [-6.599, -4.991, -7.977], [-3.504, -4.030, -7.028], [-4.834, 1.830, -5.633], [7.238, 1.155, -0.652], [-3.012, -0.191, -5.585], [1.531, -2.934, 4.629], [8.081, -0.127, -2.865], [3.002, 3.792, 5.368], [2.783, 0.208, -3.188], [-5.401, 2.993, -5.135], [6.543, -1.719, 0.467], [-2.926, 2.314, 4.049], [-0.736, 2.573, -0.809], [2.552, 0.934, -2.421], [-4.554, -3.946, -7.271], [-1.471, 2.754, 3.738], [7.219, -3.624, -1.495], [3.509, 4.315, 6.551], [-5.500, 1.113, -7.062], [2.584, 0.579, 6.316], [7.530, -0.262, -1.599], [3.923, 5.990, 6.683], [8.011, -2.509, -3.152], [3.246, 2.538, -0.775], [-7.060, -1.685, -7.451], [4.597, 1.419, -2.003], [2.039, -2.689, 3.362], [-3.795, 3.009, -3.349], [-3.746, 1.260, -4.986], [-2.922, 0.659, 2.646], [-0.592, 1.456, 1.787], [-8.296, -3.711, -8.149], [-3.227, 1.849, -3.844]], "lumo_energy_ev": 0.47, "smiles": "Clc1ccccc1Cl.Clc1ccccc1Cl.Clc1ccccc1Cl.Clc1ccccc1Cl.Clc1ccccc1Cl.Clc1ccccc1Cl.CCCCCP", "homo_ev": -8.71, "energy_ha": -7448.20193, "gap_ev": 9.2}

***

{"formula": "C3H3BrIN2", "method": "ωB97M-V/def2-TZVPD", "symbols": ["N", "C", "N", "C", "Br", "I", "C", "H", "H", "H"], "xyz": [[-0.859, -0.590, 0.168], [0.013, -0.819, -0.848], [1.010, 0.012, -0.997], [0.357, 1.260, 1.248], [-0.071, -2.324, -1.953], [2.274, 0.535, -2.406], [-0.568, 0.382, 1.145], [-1.483, 0.504, 1.841], [-1.815, -1.000, 0.281], [1.141, 2.041, 1.520]], "lumo_energy_ev": [-6.82, -6.83], "homo_ev": [-13.15, -13.15], "energy_ha": -3096.89653, "total_charge": 1, "de_lowest_kcal_mol": 0.0, "gap_ev": [6.3, 6.3]}

***

{"formula": "C24H50BBr14O3", "method": "ωB97M-V/def2-TZVPD", "symbols": ["O", "H", "C", "Br", "H", "H", "H", "H", "C", "Br", "H", "H", "H", "H", "H", "H", "H", "H", "H", "C", "H", "Br", "H", "H", "H", "Br", "C", "H", "H", "C", "C", "C", "Br", "H", "C", "Br", "H", "H", "C", "C", "H", "C", "H", "H", "H", "H", "Br", "O", "O", "H", "C", "H", "H", "Br", "H", "H", "H", "H", "H", "H", "H", "C", "H", "Br", "H", "C", "H", "H", "B", "H", "H", "C", "C", "H", "C", "C", "C", "H", "Br", "C", "H", "C", "H", "Br", "Br", "C", "Br", "C", "C", "H", "Br", "H"], "xyz": [[-1.380, -1.924, -4.065], [3.666, 7.116, -3.547], [-2.190, 0.572, 4.679], [0.451, 2.365, -2.381], [-3.332, 3.045, -3.553], [5.333, -5.974, 4.745], [1.736, -2.826, -4.200], [-0.658, -0.288, -5.421], [5.158, 5.666, -4.048], [4.882, -0.280, 5.811], [2.670, 0.194, 6.835], [1.185, -0.708, 4.907], [5.649, -4.984, 7.629], [5.947, 6.334, -3.710], [-5.702, 5.357, -3.602], [4.908, -6.980, 6.150], [-1.749, -1.734, -6.291], [3.799, 5.795, -2.368], [2.119, -4.751, 3.972], [3.842, 6.050, -3.423], [2.320, 0.287, -1.582], [-4.989, 4.003, -6.116], [2.689, 3.316, -1.863], [2.770, 2.210, -3.248], [0.298, -1.095, -3.105], [-4.881, -0.164, 3.933], [5.049, -5.962, 5.793], [-2.689, -2.374, -1.816], [-1.836, 2.133, -3.825], [-1.846, -2.024, 0.159], [2.972, -0.516, 6.071], [2.205, -0.348, 4.789], [6.619, -3.575, 5.829], [-7.387, 3.690, -5.546], [-3.756, -0.200, 0.041], [3.289, -5.134, 5.883], [3.916, 1.057, -1.449], [-1.502, 1.009, -1.002], [-0.559, -2.719, -1.982], [1.712, -3.784, 2.099], [-3.362, 1.898, 0.453], [-6.691, 4.494, -5.325], [2.119, -4.496, 1.386], [2.853, -1.532, 6.445], [-0.763, -3.788, -2.121], [2.676, -0.864, 3.957], [-6.422, 3.110, -2.826], [-2.228, 2.742, -1.826], [0.364, -2.332, -5.565], [-1.763, 3.865, -3.467], [-3.542, 0.261, 5.272], [-1.808, -0.017, 1.010], [6.954, -5.833, 6.774], [2.341, 5.164, -4.276], [-2.656, 0.771, -2.313], [-7.004, 5.399, -5.843], [-3.925, 1.133, 5.797], [5.112, 5.671, -5.132], [-0.810, -2.033, 0.531], [-7.471, 5.245, -3.477], [0.254, -3.943, -4.309], [-6.572, 4.755, -3.847], [0.647, -3.969, 2.226], [4.340, -3.919, 3.287], [-1.551, 1.018, 5.438], [-2.546, -0.805, 0.801], [2.176, -2.977, 4.054], [-4.079, -0.812, -0.807], [-0.890, -1.532, -5.432], [-1.676, -0.940, -1.692], [0.286, -2.569, -1.291], [2.401, -3.844, 3.440], [2.843, 1.213, -1.361], [-2.248, 1.233, 3.819], [-2.288, 2.934, -3.227], [-0.194, -2.065, -3.326], [-3.572, 1.265, -0.418], [-2.914, -1.117, 1.785], [-1.248, -1.021, 4.081], [6.053, -5.236, 6.653], [-4.493, 1.577, -0.923], [2.384, 2.344, -2.239], [-4.603, -0.185, 0.745], [2.039, 1.507, 4.241], [1.844, -2.030, 1.281], [-2.442, 1.386, -1.427], [5.725, 3.882, -3.522], [0.644, -2.912, -4.285], [-1.766, -1.981, -1.376], [-2.282, -2.970, 0.512], [2.529, 1.588, 0.529], [-3.504, -0.586, 5.951]], "lumo_energy_ev": 1.56, "homo_ev": -3.46, "energy_ha": -37231.25862, "total_charge": -1, "gap_ev": 5.0}

***

{"formula": "C7H14N2", "method": "ωB97M-V/def2-TZVPD", "symbols": ["H", "C", "C", "H", "N", "C", "H", "C", "H", "H", "H", "H", "H", "H", "H", "C", "H", "H", "C", "C", "H", "N", "H"], "xyz": [[0.812, 0.561, -2.402], [0.206, -1.532, 1.053], [-2.487, 0.931, 0.509], [-3.241, 1.490, 1.067], [1.544, 0.661, -1.715], [-0.592, -1.241, -1.347], [2.988, 1.213, 0.268], [0.221, -0.681, -0.199], [1.951, 1.578, -1.713], [-2.613, -0.133, 0.717], [-1.476, -1.754, -0.974], [2.401, -0.053, 1.374], [-2.623, 1.099, -0.560], [-0.917, -0.463, -2.040], [0.382, -0.930, 1.942], [1.313, 0.105, -0.462], [1.368, 1.394, 1.173], [-0.015, -1.968, -1.922], [-1.153, 1.349, 0.914], [2.110, 0.686, 0.635], [-0.761, -2.019, 1.173], [-0.391, 2.021, 1.486], [0.971, -2.313, 1.023]], "lumo_energy_ev": 0.73, "smiles": "CC(C)=C(C)N.CC#N", "homo_ev": -7.47, "energy_ha": -384.58390, "de_lowest_kcal_mol": 30.1, "gap_ev": 8.2}

***

{"formula": "C2H7F2NO4PS2", "method": "ωB97M-V/def2-TZVPD", "symbols": ["F", "F", "C", "H", "H", "C", "H", "O", "P", "H", "S", "O", "H", "H", "S", "O", "O", "N", "H"], "xyz": [[-1.267, 1.678, -2.861], [2.316, -0.190, -4.295], [-0.713, -0.030, 4.457], [-1.489, 0.532, 5.133], [1.419, -0.919, 2.908], [-0.813, -0.166, 2.961], [0.846, 1.126, 1.659], [0.293, -1.355, -4.569], [0.693, -0.303, 1.792], [-1.893, -0.229, 2.509], [0.734, -0.055, -4.076], [0.448, 1.086, -4.939], [1.909, -0.509, 1.008], [0.196, -0.598, 4.981], [-0.757, 0.431, -2.006], [-1.769, -0.580, -2.286], [-0.818, 0.978, -0.650], [0.706, 0.185, -2.525], [-0.042, -1.082, 0.801]], "lumo_energy_ev": 3.01, "homo_ev": -5.79, "energy_ha": -1773.46831, "total_charge": -1, "de_lowest_kcal_mol": 44.2, "gap_ev": 8.8}